1.
C3H6O | ωB97M-V/def2-TZVPD

The geometry in XYZ format:
```
10
Properties=species:S:1:pos:R:3:forces:R:3
O 1.7201 1.7682 -0.2025 -0.6 -0.6 -0.2
C 1.0987 0.7020 -0.2422 3.9 0.6 2.1
C -0.8003 -0.9908 0.2226 1.2 2.1 0.3
C -0.1947 0.4398 0.2954 -1.0 -0.1 -2.3
H -0.2278 -1.3938 -0.6110 -0.6 -0.8 0.0
H -0.6405 1.2547 0.8528 -0.1 -0.1 0.0
H -1.8634 -0.8818 0.0614 -0.1 -0.4 -0.3
H -0.6059 -1.5105 1.1554 0.0 -0.2 0.0
H 1.6197 -0.1911 -0.6296 -0.2 -0.2 -0.5
H -0.1059 0.8033 -0.9022 -2.4 -0.2 0.8
```
Forces are in eV/Å.

Summary:
Max |F|   4.44 eV/Å
Molecular weight   58.08 g/mol

=====

2.
C5H10O2 | ωB97M-V/def2-TZVPD

The geometry in XYZ format:
```
17
Properties=species:S:1:pos:R:3:forces:R:3
O 0.2542 -0.6846 1.4393 0.0 -0.1 0.0
O -1.1146 1.3800 -1.0808 0.1 0.0 -0.3
C 1.3365 -0.2686 0.6238 0.4 0.0 -0.2
C -0.5489 1.1151 0.1777 0.1 -0.3 0.1
C 1.0018 1.1817 0.2711 0.1 0.0 0.0
C -0.7915 -0.3711 0.5821 0.0 -0.7 -1.2
C -0.5721 -1.4075 -0.8624 -1.0 0.3 0.7
H 0.0506 -1.1778 -1.7787 -0.5 0.6 1.2
H -0.9959 1.8646 0.8484 0.0 -0.6 0.0
H 1.4216 1.5004 -0.6865 0.0 0.0 0.1
H -0.1805 -2.4052 -0.5816 -0.4 0.6 0.4
H 1.3378 1.8713 1.0506 -0.1 -0.1 -0.1
H -0.9529 0.5803 -1.5964 -0.1 0.3 -0.2
H 1.1660 -0.8474 -0.2987 1.5 0.2 0.5
H 2.2740 -0.4986 1.1236 0.0 0.2 -0.1
H -1.7343 -0.5267 1.1440 0.3 -0.3 -0.9
H -1.5645 -1.5445 -1.2638 -0.5 -0.2 0.0
```
Forces are in eV/Å.

Summary:
Max |F|   1.59 eV/Å
SMILES string   C[C@H]1OCC[C@H]1O
Molecular weight   102.13 g/mol

=====

| no. | electronic energy (eV) | E_HOMO (eV) | orbital gap (eV) |
| --- | --- | --- | --- |
| 1 | -5253.5383 | -9.3 | 10.188 |
| 2 | -9440.1709 | -9.8 | 10.620 |